1.
Computed, not measured: a cluster of 8 separate species, C23H53N7O9 in total at a distorted geometry, with ωB97M-V/def2-TZVPD.

Structure (XYZ):
```
92
Properties=species:S:1:pos:R:3
O -1.174 0.882 0.701
C -0.317 0.232 -0.265
C 0.969 0.858 -1.046
O 1.887 1.701 -0.323
H -0.937 -0.204 -1.048
H 0.128 -0.604 0.276
H 0.576 1.421 -1.892
H 1.528 0.031 -1.484
C -4.540 7.340 -1.832
C -4.053 6.088 -1.110
O -3.349 6.124 -0.069
N -4.355 4.920 -1.613
C -5.099 4.647 -2.813
H -3.763 8.041 -2.139
H -5.341 7.798 -1.252
H -5.065 7.126 -2.763
H -4.252 4.141 -0.979
H -5.136 3.559 -2.876
H -4.626 4.954 -3.745
H -6.078 5.122 -2.871
C -6.696 1.954 2.992
C -7.227 0.772 2.204
O -8.316 0.261 2.440
N -6.418 0.231 1.359
C -6.777 -0.783 0.349
H -7.232 2.179 3.914
H -6.547 2.767 2.282
H -5.696 1.652 3.306
H -5.455 0.534 1.354
H -7.456 -0.385 -0.405
H -7.303 -1.577 0.880
H -5.860 -1.184 -0.081
C 6.316 1.833 -4.280
C 7.195 0.799 -3.623
O 7.834 0.051 -4.348
N 7.293 0.713 -2.292
C 8.062 -0.210 -1.552
H 5.640 1.328 -4.970
H 6.865 2.610 -4.811
H 5.758 2.288 -3.461
H 6.455 1.041 -1.832
H 9.042 0.266 -1.542
H 8.159 -1.176 -2.048
H 7.532 -0.280 -0.601
C 0.889 -7.896 -2.979
C -0.406 -7.663 -2.197
O -1.509 -8.072 -2.565
N -0.279 -7.143 -0.968
C -1.324 -6.552 -0.246
H 1.181 -8.934 -2.823
H 1.667 -7.244 -2.580
H 0.720 -7.809 -4.052
H 0.642 -6.775 -0.776
H -0.923 -5.986 0.595
H -1.988 -7.312 0.168
H -2.029 -5.912 -0.775
C -2.284 -1.450 7.978
C -1.931 -0.702 6.598
O -1.286 0.315 6.595
N -2.431 -1.250 5.504
C -3.310 -2.383 5.372
H -1.738 -2.394 7.992
H -3.362 -1.560 8.090
H -1.927 -0.785 8.765
H -2.340 -0.753 4.630
H -3.320 -2.734 4.340
H -4.356 -2.135 5.550
H -3.061 -3.241 5.995
C 2.694 8.944 -2.456
C 2.330 7.556 -1.939
O 2.240 7.435 -0.711
N 2.043 6.564 -2.730
C 1.270 6.686 -3.955
H 1.794 9.558 -2.410
H 2.906 8.899 -3.524
H 3.575 9.254 -1.894
H 2.093 5.638 -2.329
H 0.751 5.740 -4.107
H 1.862 6.799 -4.864
H 0.608 7.544 -4.071
C 5.756 -7.859 1.983
C 5.144 -6.646 1.288
O 5.244 -6.525 0.027
N 4.555 -5.718 2.054
C 3.998 -4.491 1.511
H 5.431 -7.956 3.019
H 6.838 -7.765 2.078
H 5.537 -8.763 1.415
H 4.452 -5.979 3.024
H 3.598 -4.572 0.500
H 4.630 -3.608 1.602
H 3.183 -4.229 2.187
```

Output
HOMO level: 1.46 eV
Charge: -2
Lowest unoccupied orbital energy: 0.1235 Ha

=====

2.
Computed, not measured: a structure of composition C24H27FN2O5S3 at a distorted geometry, with ωB97M-V/def2-TZVPD.

Structure (XYZ):
```
62
Properties=species:S:1:pos:R:3
C -5.205 1.148 -4.400
N -4.627 1.061 -3.068
C -5.371 0.209 -2.138
C -3.251 1.230 -2.914
C -2.666 2.508 -3.156
C -1.321 2.709 -2.890
C -0.487 1.642 -2.495
C 0.989 1.869 -2.327
C 1.786 0.826 -1.780
S 3.445 1.168 -1.684
C 4.070 -0.432 -1.130
C 3.937 1.235 -3.435
O 1.489 2.961 -2.689
C -1.060 0.380 -2.322
C -2.418 0.166 -2.512
H -4.633 1.855 -5.013
H -5.215 0.156 -4.886
H -6.243 1.486 -4.305
H -5.076 0.428 -1.098
H -6.438 0.438 -2.259
H -5.206 -0.868 -2.347
H -3.299 3.334 -3.490
H -0.888 3.699 -3.002
H 1.434 -0.273 -1.414
H 5.153 -0.405 -1.267
H 3.843 -0.493 -0.062
H 3.585 -1.232 -1.695
H 5.027 1.338 -3.446
H 3.619 0.316 -3.946
H 3.467 2.117 -3.879
H -0.416 -0.440 -2.037
H -2.853 -0.829 -2.376
C 5.382 -1.818 3.033
C 4.662 -2.247 4.156
C 3.533 -1.537 4.580
C 3.146 -0.401 3.872
S 1.750 0.550 4.479
N 0.634 -0.124 3.518
F 1.307 -1.423 -1.293
S -0.843 0.523 3.614
C -1.700 -0.725 2.649
C -1.952 -0.491 1.294
C -2.685 -1.441 0.575
C -3.185 -2.584 1.211
C -2.936 -2.788 2.574
C -2.180 -1.862 3.298
O -1.402 0.407 4.938
O -0.957 1.753 2.868
O 1.621 0.143 5.854
O 2.003 1.929 4.137
C 3.868 0.066 2.773
C 4.978 -0.665 2.338
H 6.260 -2.376 2.696
H 4.972 -3.135 4.708
H 2.944 -1.850 5.441
H -1.572 0.418 0.830
H -2.852 -1.287 -0.488
H -3.760 -3.318 0.639
H -3.329 -3.669 3.080
H -1.960 -2.001 4.357
H 3.545 0.979 2.272
H 5.532 -0.333 1.457
```

Output
HOMO level: -7.24 eV
Lowest unoccupied orbital energy: -0.1990 Ha

=====

3.
Computed, not measured: the molecule CH2FNO at a distorted geometry, with ωB97M-V/def2-TZVPD.

Structure (XYZ):
```
6
Properties=species:S:1:pos:R:3
O 1.751 -0.014 0.126
N 0.579 0.336 -0.037
C -0.497 -0.371 -0.090
F -1.652 0.190 0.109
H 0.230 1.266 -0.158
H -0.413 -1.406 0.051
```

Output
HOMO level: -9.07 eV
SMILES: [O-]/[NH+]=C/F
Lowest unoccupied orbital energy: 0.0287 Ha

=====

4.
Computed, not measured: a structure of composition C30H31O2PRuSSeSi at a distorted geometry, with ωB97M-V/def2-TZVPD.

Structure (XYZ):
```
68
Properties=species:S:1:pos:R:3
Ru 1.297 0.710 -0.979
C 3.879 -1.845 -2.792
C 3.985 -0.790 -1.723
C 4.328 -1.123 -0.417
C 4.476 -0.144 0.556
C 4.266 1.190 0.244
C 3.909 1.546 -1.055
C 3.773 0.557 -2.034
H 3.120 -1.581 -3.530
H 3.608 -2.811 -2.363
H 4.835 -1.962 -3.311
H 4.477 -2.168 -0.161
H 4.742 -0.422 1.569
H 4.350 1.960 0.996
H 3.825 2.591 -1.317
H 3.607 0.836 -3.065
O 2.704 3.712 1.511
C 1.693 3.029 1.512
O 1.599 1.768 1.215
C 0.341 3.595 1.852
C 0.218 4.802 2.524
C -1.039 5.269 2.873
C -2.168 4.533 2.534
C -2.046 3.341 1.832
C -0.783 2.854 1.486
P -0.485 1.256 0.617
C -0.488 0.009 1.965
C -1.587 -0.096 2.815
C -1.608 -1.036 3.839
C -0.525 -1.884 4.026
C 0.582 -1.778 3.194
C 0.603 -0.833 2.176
C -2.154 0.959 -0.149
C -2.759 1.994 -0.867
C -3.919 1.782 -1.607
C -4.500 0.520 -1.646
C -3.907 -0.521 -0.947
C -2.746 -0.302 -0.214
H 1.119 5.351 2.770
H -1.144 6.205 3.409
H -3.152 4.893 2.811
H -2.940 2.796 1.557
H -2.439 0.560 2.679
H -2.472 -1.103 4.490
H -0.539 -2.617 4.824
H 1.438 -2.427 3.343
H 1.478 -0.751 1.547
H -2.328 2.988 -0.834
H -4.372 2.605 -2.149
H -5.407 0.351 -2.216
H -4.351 -1.510 -0.970
H -2.288 -1.128 0.310
S -0.072 3.082 -3.100
C 0.803 2.006 -2.459
C -1.110 -3.995 -0.216
Si -0.734 -3.317 -1.887
C -2.251 -2.874 -2.821
C 0.351 -4.447 -2.852
Se 0.442 -1.385 -1.588
H -1.670 -4.937 -0.299
H -1.711 -3.286 0.361
H -0.185 -4.183 0.335
H -2.832 -3.778 -3.046
H -1.988 -2.383 -3.762
H -2.871 -2.186 -2.238
H -0.217 -5.324 -3.189
H 1.187 -4.790 -2.237
H 0.753 -3.935 -3.730
```

Output
HOMO level (alpha / beta): -6.77 / -8.31 eV
Expectation value of S²: 6.035
Multiplicity: 5
Lowest unoccupied orbital energy (alpha / beta): -0.0089 / -0.0662 Ha

=====

5.
Computed, not measured: a structure of composition C9H9BO3S2 at a distorted geometry, with ωB97M-V/def2-TZVPD.

Structure (XYZ):
```
24
Properties=species:S:1:pos:R:3
B -3.355 -0.821 -0.984
C 2.648 -0.875 1.104
C 0.013 1.102 -0.865
C 3.965 -0.754 1.054
C -1.275 1.125 -0.901
C 1.879 -0.060 0.267
C 0.560 0.128 0.010
C -2.780 0.910 1.192
C 4.530 0.361 0.204
C -2.045 0.250 0.139
O -3.422 1.942 0.955
O -4.212 -0.052 -1.620
O -3.276 -2.100 -0.793
S 3.047 1.004 -0.660
S -0.700 -0.875 0.829
H 2.129 -1.678 1.720
H 0.780 1.658 -1.269
H 4.612 -1.464 1.590
H -1.782 1.816 -1.510
H -2.646 0.609 2.211
H 4.912 1.164 0.785
H 5.249 0.042 -0.528
H -4.978 -0.563 -1.926
H -3.850 -2.870 -1.004
```

Output
HOMO level: -6.96 eV
Lowest unoccupied orbital energy: -0.0078 Ha

=====

6.
Computed, not measured: a structure of composition C3H6IN3 at a distorted geometry, with ωB97M-V/def2-TZVPD.

Structure (XYZ):
```
13
Properties=species:S:1:pos:R:3
C 0.623 -1.155 0.608
C 0.622 1.160 0.520
C -0.825 -0.020 -0.875
N -0.173 -1.159 -0.458
N 0.900 0.019 1.163
N -0.116 1.183 -0.558
I -2.863 -0.113 0.150
H 1.176 -2.105 1.013
H 1.147 2.208 0.918
H -1.142 -0.069 -2.187
H -0.524 -1.997 -0.931
H 1.510 0.137 1.877
H -0.336 1.911 -1.242
```

Output
HOMO level: -17.86 eV
Charge: +2
Lowest unoccupied orbital energy: -0.3916 Ha

=====

7.
Computed, not measured: a cluster of 11 separate species, C36H90BN6O22 in total at a distorted geometry, with ωB97M-V/def2-TZVPD.

Structure (XYZ):
```
155
Properties=species:S:1:pos:R:3
O 12.455 -15.237 1.635
C 12.632 -15.680 2.776
O 13.151 -16.769 3.151
B 13.462 -16.695 4.616
O 12.837 -15.414 5.105
C 12.353 -14.758 4.046
O 11.766 -13.625 4.085
O 14.963 -16.723 4.806
C 15.259 -17.732 5.657
O 16.394 -18.027 6.005
C 14.039 -18.443 6.083
O 12.984 -17.880 5.401
O 14.000 -19.300 6.926
C 15.693 -15.079 0.439
C 15.618 -16.384 -0.408
C 16.582 -17.528 -0.055
O 17.880 -17.289 -0.566
C 18.897 -16.826 0.341
N 14.303 -16.851 -0.260
H 15.565 -15.398 1.474
H 14.936 -14.346 0.161
H 16.691 -14.653 0.342
H 15.650 -16.175 -1.478
H 16.179 -18.388 -0.590
H 16.656 -17.828 0.990
H 18.666 -15.808 0.656
H 19.906 -16.794 -0.068
H 18.881 -17.412 1.260
H 14.065 -16.987 0.712
H 13.690 -16.109 -0.565
C 16.279 -21.914 10.534
C 16.074 -20.369 10.553
C 17.122 -19.566 9.799
O 18.468 -19.559 10.376
C 18.569 -19.108 11.715
N 14.797 -20.266 9.828
H 16.484 -22.244 9.515
H 15.414 -22.526 10.788
H 17.154 -22.218 11.108
H 15.855 -19.977 11.546
H 16.723 -18.552 9.831
H 17.148 -19.760 8.727
H 18.207 -18.097 11.903
H 19.612 -18.990 12.009
H 18.141 -19.758 12.478
H 14.992 -20.181 8.841
H 14.107 -20.994 9.953
C 19.342 -15.451 4.026
C 18.864 -14.489 5.077
C 17.416 -14.613 5.387
O 16.964 -13.438 6.065
C 15.589 -13.591 6.433
N 19.772 -14.726 6.197
H 19.280 -16.497 4.327
H 20.384 -15.234 3.788
H 18.705 -15.385 3.145
H 19.070 -13.511 4.643
H 17.179 -15.524 5.937
H 16.893 -14.586 4.431
H 15.328 -12.714 7.024
H 15.408 -14.468 7.054
H 14.910 -13.706 5.588
H 20.685 -14.589 5.787
H 19.683 -15.723 6.333
C 16.743 -23.655 2.345
C 16.334 -22.746 1.147
C 16.019 -21.318 1.593
O 14.780 -21.341 2.308
C 14.583 -20.057 2.868
N 17.405 -22.785 0.199
H 16.122 -23.476 3.222
H 17.690 -23.381 2.810
H 16.747 -24.718 2.101
H 15.475 -23.214 0.665
H 15.821 -20.643 0.760
H 16.848 -20.994 2.223
H 13.523 -19.970 3.109
H 14.800 -19.180 2.259
H 15.169 -19.971 3.782
H 18.200 -22.379 0.673
H 17.762 -23.727 0.273
C 11.063 -24.527 7.497
C 12.095 -23.993 8.480
C 12.970 -22.837 7.868
O 13.659 -23.362 6.754
C 14.443 -22.393 6.087
N 11.347 -23.457 9.603
H 10.528 -23.678 7.072
H 10.413 -25.273 7.955
H 11.561 -25.107 6.721
H 12.747 -24.835 8.711
H 13.745 -22.539 8.574
H 12.259 -22.049 7.621
H 13.830 -21.583 5.689
H 15.162 -22.835 5.398
H 15.115 -21.928 6.809
H 10.655 -24.164 9.807
H 10.660 -22.903 9.110
C 10.592 -19.622 7.388
C 9.453 -18.817 6.691
C 9.751 -18.107 5.363
O 8.597 -17.363 4.860
C 8.827 -16.632 3.693
N 8.314 -19.605 6.657
H 10.204 -19.981 8.342
H 11.418 -18.996 7.726
H 11.013 -20.461 6.835
H 9.153 -18.081 7.437
H 10.009 -18.829 4.588
H 10.593 -17.421 5.456
H 7.945 -16.157 3.263
H 9.201 -17.216 2.852
H 9.462 -15.778 3.930
H 8.422 -20.286 5.919
H 7.620 -19.006 6.233
C 20.951 -17.551 8.292
C 19.497 -17.899 7.895
O 19.005 -17.504 6.594
O 22.026 -18.456 7.944
H 20.970 -17.337 9.361
H 21.139 -16.545 7.915
H 18.759 -17.438 8.552
H 19.340 -18.977 7.850
H 18.052 -17.624 6.586
H 21.880 -19.329 8.314
C 10.315 -12.729 1.543
C 11.692 -12.112 1.123
O 12.294 -11.384 2.212
O 9.324 -11.823 1.964
H 10.319 -13.467 2.345
H 10.055 -13.359 0.692
H 11.569 -11.374 0.329
H 12.430 -12.814 0.735
H 11.561 -11.046 2.730
H 9.596 -11.449 2.806
C 8.785 -15.876 -0.395
C 10.249 -15.908 -0.778
O 10.610 -14.631 -1.282
O 8.381 -17.143 0.115
H 8.207 -15.649 -1.291
H 8.512 -15.052 0.264
H 10.451 -16.691 -1.510
H 10.810 -16.187 0.113
H 11.399 -14.806 -1.800
H 7.600 -17.466 -0.341
C 12.027 -16.155 8.329
C 13.080 -16.472 9.424
O 13.234 -15.362 10.203
O 10.739 -16.175 8.995
H 11.997 -16.879 7.515
H 12.220 -15.148 7.960
H 14.020 -16.694 8.920
H 12.791 -17.433 9.851
H 13.946 -15.469 10.837
H 10.713 -15.346 9.479
```

Output
HOMO level (alpha / beta): 0.37 / -3.64 eV
Expectation value of S²: 0.753
Charge: -2
Multiplicity: 2
Lowest unoccupied orbital energy (alpha / beta): 0.1379 / 0.1377 Ha

=====

8.
Computed, not measured: a structure of composition C4H5LiOTl at a distorted geometry, with ωB97M-V/def2-TZVPD.

Structure (XYZ):
```
12
Properties=species:S:1:pos:R:3
C -1.874 -1.228 0.577
C -2.932 -1.396 -0.030
H -3.802 -1.507 -0.657
C 0.585 0.069 -1.066
C 1.389 0.775 -0.056
O 1.183 0.699 1.174
Li -0.409 -0.444 1.776
H 1.174 -0.808 -1.387
H -0.441 0.245 -0.615
H 0.553 0.680 -1.981
H 2.314 1.271 -0.398
Tl 2.259 1.645 2.663
```

Output
HOMO level (alpha / beta): -18.93 / -18.93 eV
Expectation value of S²: 0.752
Charge: +2
Multiplicity: 2
Lowest unoccupied orbital energy (alpha / beta): -0.3262 / -0.4147 Ha